C48H54Br12N6O12 | ωB97M-V with the def2-TZVPD basis set

Calculated values
DFT total energy: -33980.3860 Eh
ΔE to the lowest compared entry with this formula, charge and spin: 2.411 eV
lowest unoccupied orbital energy: -0.689 eV
HOMO-LUMO gap: 9.33 eV
SMILES string: O=[N+]([O-])c1ccccc1.O=[N+]([O-])c1ccccc1.O=[N+]([O-])c1ccccc1.O=[N+]([O-])c1ccccc1.O=[N+]([O-])c1ccccc1.O=[N+]([O-])c1ccccc1.BrCCBr.BrCCBr.BrCCBr.BrCCBr.BrCCBr.BrCCBr

Element x y z (Å)
Br -1.32 6.37 -2.64
C -3.25 6.49 -3.04
C -3.99 5.79 -1.87
Br -5.83 5.27 -2.45
H -3.38 5.89 -3.94
H -3.51 7.51 -3.31
H -4.10 6.43 -0.99
H -3.47 4.89 -1.53
Br -4.55 -7.31 -0.53
C -2.91 -7.24 0.61
C -3.35 -6.53 1.86
Br -1.83 -6.13 3.10
H -2.24 -6.63 0.01
H -2.49 -8.24 0.73
H -4.07 -7.15 2.40
H -3.78 -5.56 1.61
Br -6.69 -1.80 9.17
C -8.26 -2.91 9.51
C -9.44 -2.41 8.66
Br -11.12 -3.42 9.15
H -8.36 -2.75 10.59
H -8.07 -3.97 9.35
H -9.30 -2.47 7.58
H -9.68 -1.36 8.84
Br 0.06 2.84 -9.48
C 0.68 0.96 -9.49
C 1.54 0.72 -10.78
Br 2.24 -1.17 -10.66
H -0.16 0.28 -9.34
H 1.35 0.83 -8.63
H 2.43 1.34 -10.79
H 1.02 0.82 -11.73
Br -13.59 3.43 0.22
C -12.26 2.59 1.46
C -11.74 3.69 2.32
Br -10.41 3.00 3.54
H -11.47 2.16 0.84
H -12.68 1.72 1.96
H -12.51 4.12 2.96
H -11.25 4.46 1.72
Br -4.87 -4.58 -7.59
C -6.05 -3.01 -7.21
C -6.82 -3.20 -5.92
Br -8.05 -1.70 -5.70
H -6.76 -2.97 -8.04
H -5.40 -2.14 -7.25
H -6.15 -3.27 -5.07
H -7.42 -4.12 -5.89
C 6.89 4.07 -1.40
C 8.02 4.39 -2.13
C 8.08 4.01 -3.47
C 7.04 3.26 -4.03
C 5.98 2.90 -3.20
C 5.88 3.32 -1.91
N 7.05 2.98 -5.49
O 6.06 2.64 -6.08
O 8.12 3.23 -6.05
H 6.82 4.31 -0.34
H 8.83 4.91 -1.64
H 8.92 4.31 -4.08
H 5.23 2.17 -3.49
H 5.07 3.10 -1.24
C 1.49 -8.66 -4.05
C 1.40 -9.97 -4.50
C 1.10 -10.20 -5.87
C 1.05 -9.12 -6.75
C 1.34 -7.78 -6.33
C 1.45 -7.59 -4.95
N 0.92 -9.32 -8.20
O 0.50 -10.48 -8.59
O 1.23 -8.45 -8.92
H 1.70 -8.42 -3.02
H 1.53 -10.77 -3.78
H 0.85 -11.18 -6.25
H 1.42 -6.97 -7.04
H 1.73 -6.61 -4.61
C 8.00 2.64 10.12
C 8.02 1.48 9.43
C 7.14 1.25 8.38
C 6.29 2.23 7.97
C 6.33 3.48 8.61
C 7.16 3.67 9.73
N 5.47 2.04 6.71
O 5.73 1.10 6.04
O 4.71 2.92 6.44
H 8.62 2.83 10.98
H 8.74 0.72 9.68
H 7.27 0.32 7.85
H 5.58 4.24 8.41
H 7.10 4.61 10.26
C -2.77 -0.29 2.15
C -3.79 -0.15 1.20
C -3.45 -0.07 -0.13
C -2.10 -0.04 -0.53
C -1.15 -0.12 0.44
C -1.42 -0.17 1.79
N -1.69 0.08 -1.97
O -2.57 0.36 -2.80
O -0.58 -0.30 -2.22
H -3.03 -0.36 3.20
H -4.80 -0.10 1.59
H -4.16 0.21 -0.89
H -0.12 -0.08 0.10
H -0.62 -0.26 2.51
C -3.62 5.78 7.57
C -4.40 6.88 7.92
C -3.87 7.77 8.79
C -2.52 7.56 9.32
C -1.75 6.54 8.80
C -2.34 5.59 7.99
N -1.98 8.37 10.46
O -2.57 9.33 10.83
O -0.89 8.08 10.95
H -4.05 5.03 6.92
H -5.44 6.93 7.65
H -4.51 8.54 9.20
H -0.73 6.46 9.13
H -1.81 4.70 7.70
C 9.66 -2.29 -6.43
C 8.30 -2.55 -6.26
C 7.71 -2.59 -4.99
C 8.53 -2.49 -3.83
C 9.87 -2.10 -4.02
C 10.42 -2.14 -5.32
N 7.91 -2.53 -2.49
O 8.65 -2.49 -1.49
O 6.68 -2.57 -2.43
H 10.08 -2.14 -7.41
H 7.62 -2.77 -7.07
H 6.72 -2.99 -4.82
H 10.50 -1.84 -3.18
H 11.48 -1.93 -5.45